Entry 1:
Entry from OMol25: a molecular structure, C6H6 (ωB97M-V with the def2-TZVPD basis set).

```
12
Properties=species:S:1:pos:R:3:mulliken_charge:R:1
C 3.05 0.01 0.38 0.2268
C 1.88 -0.15 0.58 -0.5305
C 0.45 -0.36 0.84 -0.4740
C -0.35 -0.55 -0.42 -0.6214
C -1.63 -0.21 -0.48 0.1677
C -2.70 0.51 -0.67 -0.6844
H 4.10 0.15 0.21 0.3996
H 0.05 0.50 1.40 0.2940
H 0.32 -1.23 1.49 0.2414
H -1.54 0.70 -1.36 0.3133
H 0.13 -0.93 -1.31 0.4195
H -3.76 0.19 -0.67 0.2480
```

Results
ΔE to the lowest compared entry with this formula, charge and spin   675.0 kJ/mol
HOMO   -8.125 eV

=====

Entry 2:
Entry from OMol25: a single C4H5N3 molecule (ωB97M-V with the def2-TZVPD basis set).

```
12
Properties=species:S:1:pos:R:3:mulliken_charge:R:1
N 2.97 -0.96 0.24 -0.4970
C 1.88 -0.56 -0.11 -0.0105
C 0.45 -0.22 0.26 0.0246
C -0.79 -0.91 -0.28 -0.2209
N -1.85 0.10 -0.29 -0.5001
C -1.34 1.15 0.20 -0.0909
N 0.02 1.03 0.54 -0.1097
H 1.79 -0.32 -1.20 0.2519
H -0.67 -1.36 -1.26 0.3010
H -1.09 -1.73 0.40 0.2259
H -1.87 2.09 0.35 0.3763
H 0.50 1.68 1.16 0.2495
```

Results
ΔE to the lowest compared entry with this formula, charge and spin   445.2 kJ/mol
HOMO (spin up / spin down)   -8.921 / -6.909 eV

=====

Entry 3:
Entry from OMol25: 7 unconnected molecules or ions with the total composition C3H21NO6 (ωB97M-V with the def2-TZVPD basis set).

```
31
Properties=species:S:1:pos:R:3:mulliken_charge:R:1
C 1.72 1.47 -0.85 -1.1282
C 1.40 1.51 0.67 -0.3163
N 0.22 0.66 0.92 0.0135
C -0.26 0.83 2.34 -1.2338
H 2.65 1.91 -1.05 0.4246
H 0.92 1.99 -1.40 0.1616
H 1.76 0.44 -1.20 0.2637
H 1.20 2.53 1.01 0.3213
H 2.31 1.12 1.23 0.3002
H 0.40 -0.30 0.79 0.0542
H -1.20 0.29 2.44 0.3426
H 0.49 0.43 3.10 0.2660
H -0.45 1.84 2.53 0.5871
O -1.73 -1.64 -1.67 -0.7059
H -1.76 -0.67 -1.49 0.5022
H -2.59 -1.91 -1.65 0.2312
O -1.61 0.97 -1.10 -0.9888
H -1.01 0.84 -0.28 0.4710
H -1.06 1.35 -1.78 0.3069
O 0.14 -2.69 -0.05 -0.7363
H 0.65 -2.98 -0.81 0.3535
H -0.65 -2.33 -0.52 0.3871
O 0.97 -1.87 2.36 -0.6062
H 1.65 -2.49 2.68 0.2819
H 0.59 -2.28 1.55 0.3815
O -2.03 3.22 0.30 -0.6609
H -1.35 2.78 0.86 0.2827
H -2.21 2.55 -0.29 0.4475
O 0.45 -2.82 -2.72 -0.6851
H 0.79 -2.37 -3.44 0.2835
H -0.38 -2.40 -2.51 0.3979
```

Results
ΔE to the lowest compared entry with this formula, charge and spin   21.9 kJ/mol
SMILES   CCNC.O.O.O.O.O.O
HOMO   -9.752 eV